{"formula": "C14H11N3O3S3SeV", "method": "ωB97M-V with the def2-TZVPD basis set", "homo_energy_ev": [-11.64, -11.68], "e_tot_ha": -5469.916154, "charge": 1, "e_lumo_ha": [-0.1877, -0.1785], "de_lowest_kcal_mol": 30.0, "s_squared": 2.020, "spin_multiplicity": 3, "species": ["V", "S", "C", "N", "C", "C", "C", "C", "C", "C", "S", "H", "H", "H", "H", "Se", "N", "C", "C", "C", "C", "C", "C", "N", "H", "H", "H", "H", "C", "S", "O", "O", "O", "H", "H", "H"], "xyz": [[-0.57, 0.07, 1.01], [0.57, 1.34, -0.62], [1.46, 1.52, 0.84], [1.04, 0.70, 1.80], [1.69, 0.89, 3.03], [1.43, 0.23, 4.22], [2.17, 0.59, 5.33], [3.15, 1.58, 5.26], [3.41, 2.24, 4.07], [2.66, 1.88, 2.96], [2.73, 2.56, 1.35], [0.67, -0.54, 4.27], [1.98, 0.09, 6.28], [3.71, 1.85, 6.14], [4.17, 3.00, 4.02], [-1.43, -2.86, 0.79], [0.00, -1.72, 0.70], [1.11, -2.47, 0.91], [2.44, -1.99, 0.88], [3.43, -2.88, 1.17], [3.18, -4.25, 1.47], [1.92, -4.75, 1.46], [0.85, -3.86, 1.16], [-0.42, -4.23, 1.12], [2.66, -0.97, 0.61], [4.46, -2.53, 1.15], [4.01, -4.90, 1.71], [1.71, -5.79, 1.65], [-4.29, 0.91, 2.29], [-2.69, 0.41, 1.84], [-2.13, -0.59, 2.75], [-2.65, -0.16, 0.46], [-1.75, 1.57, 1.83], [-4.98, 0.11, 2.03], [-4.51, 1.83, 1.74], [-4.27, 1.09, 3.36]]}

***

{"formula": "C14H11N3O5", "method": "ωB97M-V with the def2-TZVPD basis set", "homo_energy_ev": -8.09, "e_tot_ha": -1080.586915, "e_lumo_ha": -0.0453, "de_lowest_kcal_mol": 5.4, "species": ["O", "O", "O", "O", "O", "C", "C", "C", "C", "C", "C", "C", "C", "C", "C", "C", "N", "N", "N", "C", "C", "C", "H", "H", "H", "H", "H", "H", "H", "H", "H", "H", "H"], "xyz": [[-0.39, -1.83, 4.36], [-2.54, -0.45, -2.06], [-3.38, -1.34, -0.18], [2.67, 3.59, -2.64], [1.17, 1.69, -4.09], [-0.30, -1.03, 3.44], [-2.44, -1.13, -1.01], [1.12, 1.61, 1.43], [0.50, 0.59, 2.10], [-0.21, -0.41, 1.39], [1.92, 2.60, -0.61], [0.41, 0.72, -2.09], [1.95, 2.63, -2.01], [1.19, 1.69, -2.72], [1.13, 1.59, 0.00], [0.37, 0.61, -0.70], [0.36, 0.18, 3.40], [-0.34, -0.40, -0.01], [-0.67, -1.32, 2.15], [-1.05, -1.56, -0.61], [-1.53, -2.39, 1.75], [-1.13, -2.77, 0.33], [2.51, 3.55, -3.62], [0.30, 1.35, -4.37], [1.66, 2.39, 1.96], [2.45, 3.37, -0.06], [-0.18, 0.09, -2.68], [0.93, 0.46, 4.18], [-0.56, -1.91, -1.56], [-2.60, -2.11, 1.80], [-1.36, -3.22, 2.39], [-0.17, -3.26, 0.37], [-1.79, -3.59, -0.02]]}

***

{"formula": "C14H12AsO2PPdS4", "method": "ωB97M-V with the def2-TZVPD basis set", "homo_energy_ev": -1.57, "e_tot_ha": -4989.089967, "charge": -2, "e_lumo_ha": 0.1597, "de_lowest_kcal_mol": 0.0, "species": ["Pd", "O", "C", "O", "C", "P", "C", "C", "C", "C", "C", "C", "C", "C", "C", "C", "C", "C", "H", "H", "H", "H", "H", "H", "H", "H", "H", "H", "H", "H", "S", "As", "S", "S", "S"], "xyz": [[-0.58, 0.26, -0.22], [-0.49, -2.14, -3.15], [0.04, -1.93, -2.06], [-0.52, -1.86, -0.91], [1.58, -1.76, -2.07], [2.16, -0.39, -0.97], [3.94, -0.45, -1.50], [4.48, 0.30, -2.55], [5.82, 0.20, -2.88], [6.66, -0.65, -2.17], [6.14, -1.40, -1.12], [4.80, -1.29, -0.78], [1.61, 1.10, -1.86], [0.92, 1.08, -3.08], [0.47, 2.26, -3.65], [0.70, 3.48, -3.02], [1.37, 3.51, -1.80], [1.82, 2.33, -1.23], [1.96, -1.66, -3.09], [2.02, -2.67, -1.64], [3.84, 0.96, -3.11], [6.22, 0.79, -3.69], [7.71, -0.73, -2.42], [6.78, -2.06, -0.55], [4.40, -1.85, 0.05], [0.70, 0.14, -3.57], [-0.09, 2.23, -4.57], [0.31, 4.39, -3.44], [1.49, 4.44, -1.26], [2.26, 2.35, -0.24], [0.25, 4.25, 2.22], [-1.23, 2.78, 1.99], [-0.43, 0.68, 2.01], [-1.59, 2.26, -0.14], [-2.99, 3.00, 3.10]]}